Record 1
# C4H11N2O

The ion C4H11N2O with charge +1 at a distorted geometry (ωB97M-V with the def2-TZVPD basis set, the OMol25 dataset).

Positions of all 18 atoms, in Å:
1 N 0.3603 1.2535 -1.3582
2 C -0.8245 0.3058 -1.4408
3 C -0.3103 -1.1165 -1.2511
4 N 0.5396 -1.1532 -0.0817
5 C 0.0030 -1.0285 1.2557
6 C -0.3626 0.4147 1.5447
7 O 0.4606 1.2602 1.7549
8 H 0.7955 1.4273 -2.2590
9 H 0.9597 1.0373 -0.5429
10 H 0.0099 2.1656 -1.0362
11 H -1.5222 0.6020 -0.6604
12 H -1.3037 0.5618 -2.3844
13 H 0.2878 -1.4067 -2.1125
14 H -1.1818 -1.7724 -1.1596
15 H 1.2710 -1.8306 -0.1702
16 H -0.8510 -1.6807 1.4689
17 H 0.7565 -1.2050 2.0315
18 H -1.4522 0.6138 1.4764

Cartesian forces (eV/Å) of the 2 atoms listed first:
N -1.3 1.4 1.2
C 0.4 0.5 -0.2

Orbital gap ... 10.1 eV
Total charge ... +1
Relative energy (zero: lowest compared OMol25 entry of this formula, charge and spin) ... 50.6 kcal/mol
SMILES ... [NH3+]CCNCC=O
HOMO energy ... -13.51 eV
Molar mass ... 103.14 g/mol

List of Mulliken charges in e, atom by atom: atom 1 (N): -0.26, atom 2 (C): -0.61, atom 3 (C): -0.53, atom 4 (N): -0.31, atom 5 (C): -0.34, atom 6 (C): -0.15, atom 7 (O): -0.46, atom 8 (H): 0.35, atom 9 (H): 0.31, atom 10 (H): 0.36, atom 11 (H): 0.25, atom 12 (H): 0.44, atom 13 (H): 0.41, atom 14 (H): 0.32, atom 15 (H): 0.21, atom 16 (H): 0.29, atom 17 (H): 0.34, atom 18 (H): 0.40

***

Record 2
# C2H7NO2Si

A cluster of 2 separate species, C2H7NO2Si in total at a distorted geometry (ωB97M-V with the def2-TZVPD basis set, the OMol25 dataset).

Positions of all 13 atoms, in Å:
1 C 0.8394 1.1530 -0.5471
2 C -0.1989 0.1577 -0.1366
3 N -1.1425 0.7692 0.8274
4 O -0.9886 1.9732 0.9520
5 O -1.8750 0.0743 1.5258
6 Si 0.1775 -1.6865 0.1706
7 H 0.5571 1.7764 -1.3936
8 H 1.7738 0.6707 -0.9162
9 H 1.0340 1.5987 0.4205
10 H -1.3028 -0.1908 -1.5792
11 H 1.5923 -1.6784 0.9013
12 H -1.0056 -2.4664 0.9480
13 H 0.5394 -2.1510 -1.1727

Cartesian forces (eV/Å) of the 2 atoms listed first:
C 1.0 -1.4 -0.7
C -2.8 -1.8 -3.2

Orbital gap ... 9.2 eV
Relative energy (zero: lowest compared OMol25 entry of this formula, charge and spin) ... 195.4 kcal/mol
HOMO energy ... -10.44 eV
Molar mass ... 105.17 g/mol

List of Mulliken charges in e, atom by atom: atom 1 (C): -1.02, atom 2 (C): -0.11, atom 3 (N): 0.94, atom 4 (O): -0.56, atom 5 (O): -0.57, atom 6 (Si): 0.30, atom 7 (H): 0.23, atom 8 (H): 0.34, atom 9 (H): 0.38, atom 10 (H): 0.24, atom 11 (H): -0.06, atom 12 (H): -0.05, atom 13 (H): -0.06

***

Record 3
# C4H4N2OS

An isolated molecule of C4H4N2OS at a distorted geometry (ωB97M-V with the def2-TZVPD basis set, the OMol25 dataset).

Positions of all 12 atoms, in Å:
1 C -0.5584 1.2240 1.0055
2 C -0.7758 0.8857 -0.3486
3 C 0.3353 0.3745 1.6638
4 C 0.7890 -0.9424 -0.1649
5 N 0.9421 -0.6258 1.0797
6 N -0.2655 -0.1455 -0.9815
7 O 0.6978 -2.0694 -2.4749
8 S 1.3076 -2.2814 -1.1481
9 H -0.9070 2.0348 1.5218
10 H -1.5334 1.5502 -0.9278
11 H 0.6403 0.4458 2.6323
12 H -0.6721 -0.4506 -1.8572

Cartesian forces (eV/Å) of the 2 atoms listed first:
C 1.7 -2.7 -2.2
C -2.6 2.8 0.5

Orbital gap (spin up / spin down) ... 7.0 / 7.0 eV
Relative energy (zero: lowest compared OMol25 entry of this formula, charge and spin) ... 54.4 kcal/mol
HOMO energy (spin up / spin down) ... -7.39 / -7.39 eV
Molar mass ... 128.16 g/mol

List of Mulliken charges in e, atom by atom: atom 1 (C): -0.77, atom 2 (C): 0.10, atom 3 (C): -0.03, atom 4 (C): 0.19, atom 5 (N): -0.55, atom 6 (N): -0.12, atom 7 (O): -0.60, atom 8 (S): 0.23, atom 9 (H): 0.44, atom 10 (H): 0.28, atom 11 (H): 0.51, atom 12 (H): 0.31

***

Record 4
# C3H4N2O2

An isolated molecule of C3H4N2O2 at a distorted geometry (ωB97M-V with the def2-TZVPD basis set, the OMol25 dataset).

Positions of all 11 atoms, in Å:
1 C -1.8306 -0.0010 0.2665
2 C -0.9447 -1.0259 0.0939
3 C 2.3375 -0.0749 0.3832
4 N 0.3878 -1.0774 -0.3477
5 N 1.2365 -0.3252 -0.0002
6 O -1.3456 1.2351 -0.0042
7 O 3.2939 0.6898 -0.0815
8 H -2.8791 -0.0162 0.4897
9 H -1.1317 -2.0019 0.3999
10 H -2.1761 1.7089 -0.1431
11 H 3.0521 0.8888 -1.0566

Cartesian forces (eV/Å) of the 2 atoms listed first:
C 3.1 -1.6 -0.8
C -1.3 1.6 0.7

Orbital gap (spin up / spin down) ... 8.1 / 8.1 eV
Relative energy (zero: lowest compared OMol25 entry of this formula, charge and spin) ... 151.9 kcal/mol
HOMO energy (spin up / spin down) ... -8.02 / -8.01 eV
Molar mass ... 100.08 g/mol

List of Mulliken charges in e, atom by atom: atom 1 (C): 0.00, atom 2 (C): -0.33, atom 3 (C): 0.02, atom 4 (N): -0.77, atom 5 (N): 0.55, atom 6 (O): -0.46, atom 7 (O): -0.37, atom 8 (H): 0.35, atom 9 (H): 0.35, atom 10 (H): 0.34, atom 11 (H): 0.31

***

Record 5
# C20H42Cl14O3

A cluster of 8 separate species, C20H42Cl14O3 in total at a distorted geometry (ωB97M-V with the def2-TZVPD basis set, the OMol25 dataset).

Positions of all 79 atoms, in Å:
1 C 9.1784 -18.5849 -1.1040
2 O 8.7223 -17.3203 -0.7039
3 C 7.2630 -17.2859 -0.5119
4 C 6.5691 -17.1026 -1.8207
5 O 6.8829 -15.7901 -2.3523
6 C 6.7023 -15.6051 -3.7503
7 C 5.3521 -16.0869 -4.1783
8 O 4.4030 -15.5602 -3.2241
9 C 3.0756 -15.8969 -3.5507
10 H 9.2395 -19.3548 -0.2797
11 H 10.1650 -18.3866 -1.5346
12 H 8.5419 -19.1326 -1.8420
13 H 7.0080 -16.5536 0.2586
14 H 6.9559 -18.2646 -0.1228
15 H 5.4623 -17.0905 -1.6688
16 H 6.8115 -17.9438 -2.5203
17 H 7.5196 -16.1344 -4.2128
18 H 6.8446 -14.5622 -3.9154
19 H 5.2167 -17.1290 -4.1779
20 H 5.1244 -15.6523 -5.2442
21 H 2.8788 -15.4048 -4.4986
22 H 2.4028 -15.3574 -2.8780
23 H 2.8347 -16.9782 -3.5373
24 Cl 4.5909 -20.3013 0.6766
25 C 3.4388 -19.1067 0.0934
26 C 2.5512 -18.7799 1.2559
27 Cl 1.2127 -17.7422 0.6631
28 H 2.8632 -19.5479 -0.7340
29 H 3.9333 -18.2251 -0.2910
30 H 3.1302 -18.1618 1.9418
31 H 2.1056 -19.5595 1.8325
32 Cl 5.9120 -19.2897 -10.1034
33 C 6.4452 -20.1183 -8.5939
34 C 5.3107 -20.3349 -7.6269
35 Cl 4.6097 -18.7906 -7.1431
36 H 7.2028 -19.4665 -8.2029
37 H 6.8878 -21.0546 -8.9510
38 H 5.6622 -20.8003 -6.7467
39 H 4.4515 -20.8585 -8.0813
40 Cl 8.2417 -25.8735 -6.7499
41 C 7.6534 -26.9704 -5.5226
42 C 6.5614 -26.3298 -4.6719
43 Cl 5.0939 -25.7725 -5.5179
44 H 8.5197 -27.3581 -5.0087
45 H 7.2008 -27.8105 -6.0684
46 H 6.8425 -25.5041 -4.0336
47 H 6.1617 -27.0649 -3.9770
48 Cl 4.7544 -25.9932 -1.2078
49 C 4.2524 -25.5486 0.4721
50 C 3.9114 -24.0579 0.4815
51 Cl 3.2805 -23.5245 2.1027
52 H 4.9834 -25.8381 1.2372
53 H 3.3732 -26.1861 0.6687
54 H 3.0944 -23.7929 -0.2181
55 H 4.8574 -23.5593 0.2417
56 Cl -0.5234 -19.0958 -4.1924
57 C 1.0304 -18.6662 -4.9686
58 C 1.1558 -19.0810 -6.4743
59 Cl 0.9254 -20.8551 -6.7061
60 H 1.9295 -19.0547 -4.3915
61 H 1.0654 -17.5628 -4.8989
62 H 2.1426 -18.7866 -6.8334
63 H 0.3446 -18.6190 -7.0341
64 Cl 1.2561 -21.9424 -0.3818
65 C -0.0654 -22.9968 0.1684
66 C -0.4785 -23.9827 -0.8910
67 Cl 0.7046 -25.3184 -1.2456
68 H -0.9217 -22.3522 0.3831
69 H 0.3454 -23.4988 1.0511
70 H -0.6440 -23.4624 -1.8646
71 H -1.3229 -24.5634 -0.5022
72 Cl 6.2292 -22.5294 -3.5020
73 C 4.5054 -22.4581 -3.9007
74 C 3.7758 -21.3498 -3.1111
75 Cl 4.4280 -19.7290 -3.2310
76 H 4.0914 -23.4407 -3.6839
77 H 4.4644 -22.2418 -4.9505
78 H 3.7841 -21.6599 -2.0730
79 H 2.7554 -21.2077 -3.4415

Cartesian forces (eV/Å) of the 2 atoms listed first:
C 0.1 -1.1 0.1
O -1.7 0.0 0.4

Orbital gap ... 9.8 eV
SMILES ... COCCOCCOC.ClCCCl.ClCCCl.ClCCCl.ClCCCl.ClCCCl.ClCCCl.ClCCCl
HOMO energy ... -9.48 eV
Molar mass ... 826.90 g/mol

List of Mulliken charges in e, atom by atom: atom 1 (C): -0.58, atom 2 (O): -0.39, atom 3 (C): -0.56, atom 4 (C): 0.61, atom 5 (O): -0.44, atom 6 (C): -0.81, atom 7 (C): 0.22, atom 8 (O): -0.37, atom 9 (C): -0.58, atom 10 (H): 0.25, atom 11 (H): 0.27, atom 12 (H): 0.20, atom 13 (H): 0.37, atom 14 (H): 0.34, atom 15 (H): -0.22, atom 16 (H): 0.02, atom 17 (H): 0.32, atom 18 (H): 0.36, atom 19 (H): -0.10, atom 20 (H): 0.37, atom 21 (H): 0.43, atom 22 (H): 0.38, atom 23 (H): -0.05, atom 24 (Cl): -0.18, atom 25 (C): 0.17, atom 26 (C): -0.65, atom 27 (Cl): -0.22, atom 28 (H): -0.12, atom 29 (H): 0.21, atom 30 (H): 0.40, atom 31 (H): 0.38, atom 32 (Cl): -0.20, atom 33 (C): -0.52, atom 34 (C): -0.17, atom 35 (Cl): -0.16, atom 36 (H): 0.33, atom 37 (H): 0.35, atom 38 (H): 0.06, atom 39 (H): 0.32, atom 40 (Cl): -0.19, atom 41 (C): -0.44, atom 42 (C): -0.33, atom 43 (Cl): -0.18, atom 44 (H): 0.36, atom 45 (H): 0.27, atom 46 (H): 0.26, atom 47 (H): 0.25, atom 48 (Cl): -0.14, atom 49 (C): -0.59, atom 50 (C): 0.01, atom 51 (Cl): -0.18, atom 52 (H): 0.39, atom 53 (H): 0.32, atom 54 (H): -0.13, atom 55 (H): 0.29, atom 56 (Cl): -0.20, atom 57 (C): 0.27, atom 58 (C): -0.11, atom 59 (Cl): -0.21, atom 60 (H): -0.32, atom 61 (H): 0.20, atom 62 (H): -0.06, atom 63 (H): 0.38, atom 64 (Cl): -0.02, atom 65 (C): -0.63, atom 66 (C): -0.47, atom 67 (Cl): -0.18, atom 68 (H): 0.35, atom 69 (H): 0.29, atom 70 (H): 0.33, atom 71 (H): 0.33, atom 72 (Cl): -0.24, atom 73 (C): -0.49, atom 74 (C): -0.32, atom 75 (Cl): 0.21, atom 76 (H): 0.39, atom 77 (H): 0.28, atom 78 (H): -0.24, atom 79 (H): 0.43

***

Record 6
# C21H28N4O

An isolated molecule of C21H28N4O (ωB97M-V with the def2-TZVPD basis set, the OMol25 dataset).

Positions of all 54 atoms, in Å:
1 C 7.9519 2.5651 -0.4541
2 C 6.8390 2.7741 0.5663
3 C 5.5703 1.9850 0.2446
4 C 5.7559 0.4672 0.3683
5 C 4.4514 -0.2375 0.1386
6 C 3.5799 -0.4884 1.1903
7 C 2.3596 -1.1045 0.9870
8 C 1.9847 -1.4845 -0.2969
9 N 0.7656 -2.1150 -0.5843
10 C -0.2335 -2.4860 0.2637
11 O -0.2104 -2.3263 1.4657
12 C -1.4340 -3.1131 -0.4592
13 N -2.5496 -2.2300 -0.7290
14 C -2.2693 -1.0584 -1.5323
15 C -1.8072 0.1586 -0.7057
16 N -2.7918 0.4502 0.3096
17 C -3.8389 1.3053 0.1120
18 C -3.8117 2.3496 -0.8325
19 C -4.8858 3.2070 -0.9077
20 C -5.9709 3.0314 -0.0558
21 C -5.9047 1.9843 0.8433
22 N -4.8879 1.1478 0.9279
23 C -2.9713 -0.6862 1.1946
24 C -3.4266 -1.9075 0.3834
25 C 2.8481 -1.2312 -1.3602
26 C 4.0638 -0.6153 -1.1412
27 H 7.5994 2.8035 -1.4555
28 H 8.3025 1.5362 -0.4470
29 H 8.7976 3.2103 -0.2268
30 H 6.5858 3.8366 0.5983
31 H 7.1983 2.4910 1.5583
32 H 4.7772 2.2933 0.9302
33 H 5.2401 2.2236 -0.7691
34 H 6.1321 0.2354 1.3669
35 H 6.4891 0.1273 -0.3641
36 H 3.8613 -0.2012 2.1930
37 H 1.7004 -1.2980 1.8162
38 H 0.6350 -2.3251 -1.5646
39 H -1.8068 -3.9242 0.1708
40 H -1.1126 -3.5401 -1.4167
41 H -1.5289 -1.3087 -2.2954
42 H -3.2039 -0.7854 -2.0381
43 H -1.6477 1.0131 -1.3608
44 H -0.8624 -0.0596 -0.1977
45 H -2.9671 2.4966 -1.4863
46 H -4.8810 4.0137 -1.6277
47 H -6.8276 3.6846 -0.0933
48 H -6.7121 1.7893 1.5388
49 H -3.7256 -0.4276 1.9352
50 H -2.0197 -0.8921 1.6899
51 H -3.5118 -2.7789 1.0323
52 H -4.4132 -1.6890 -0.0415
53 H 2.5638 -1.5227 -2.3627
54 H 4.7235 -0.4297 -1.9766

Cartesian forces (eV/Å) of the 2 atoms listed first:
C -0.1 0.1 0.2
C -0.1 0.0 -0.2

Orbital gap ... 8.1 eV
Relative energy (zero: lowest compared OMol25 entry of this formula, charge and spin) ... 10.7 kcal/mol
SMILES ... CCCCc1ccc(NC(=O)CN2CCN(c3ccccn3)CC2)cc1
HOMO energy ... -7.44 eV
Molar mass ... 352.48 g/mol

List of Mulliken charges in e, atom by atom: atom 1 (C): -1.15, atom 2 (C): -0.45, atom 3 (C): -0.39, atom 4 (C): -1.03, atom 5 (C): 0.45, atom 6 (C): -0.93, atom 7 (C): -0.43, atom 8 (C): 0.88, atom 9 (N): 0.01, atom 10 (C): 0.77, atom 11 (O): -0.65, atom 12 (C): -1.30, atom 13 (N): 0.15, atom 14 (C): -0.91, atom 15 (C): -0.59, atom 16 (N): 0.04, atom 17 (C): 0.83, atom 18 (C): -0.47, atom 19 (C): -0.58, atom 20 (C): -0.47, atom 21 (C): -0.44, atom 22 (N): -0.31, atom 23 (C): -0.72, atom 24 (C): -0.87, atom 25 (C): -0.86, atom 26 (C): -0.64, atom 27 (H): 0.30, atom 28 (H): 0.31, atom 29 (H): 0.36, atom 30 (H): 0.32, atom 31 (H): 0.31, atom 32 (H): 0.33, atom 33 (H): 0.30, atom 34 (H): 0.39, atom 35 (H): 0.36, atom 36 (H): 0.37, atom 37 (H): 0.53, atom 38 (H): 0.17, atom 39 (H): 0.42, atom 40 (H): 0.40, atom 41 (H): 0.46, atom 42 (H): 0.39, atom 43 (H): 0.35, atom 44 (H): 0.22, atom 45 (H): 0.29, atom 46 (H): 0.40, atom 47 (H): 0.38, atom 48 (H): 0.38, atom 49 (H): 0.48, atom 50 (H): 0.31, atom 51 (H): 0.40, atom 52 (H): 0.43, atom 53 (H): 0.35, atom 54 (H): 0.38